An isolated ion of composition C4H10NOSe and charge +1 in a non-equilibrium geometry. Source: the Open Molecules 2025 dataset; level of theory: wB97M-V/def2-TZVPD.

Properties
largest force on an atom: 5.08 eV/A
charge: +1
electronic energy: -73184.5540 eV
relative energy (zero: lowest compared OMol25 entry of this formula, charge and spin): 13.49 kcal/mol

Element x y z (Å)
C -0.39812 -1.30232 0.51394
C 2.63898 -0.15428 0.69960
C -0.17405 1.01330 -0.20664
C -1.38917 -0.21112 0.14008
N -2.11943 -0.60141 -0.99630
O -0.78286 -2.49964 0.10727
Se 1.18768 -0.41316 -0.64612
H 0.10764 -1.24465 1.56204
H 2.62161 0.89681 1.10666
H 2.41618 -0.77283 1.49861
H 3.49393 -0.42447 0.14895
H 0.36139 1.52659 0.49363
H -0.61048 1.68456 -1.02359
H -2.06278 -0.04915 1.01782
H -1.67024 -2.40622 -0.49770
H -1.70417 -0.95052 -1.84191
H -3.21950 -0.51664 -1.07386

Forces on atoms 1 to 6 (eV/Å):
C 0.76 -0.58 0.81
C -1.72 2.57 -0.79
C -3.47 -2.60 -2.65
C 1.73 2.22 0.80
N -3.95 -0.04 -0.39
O -1.74 -0.57 -0.70

***

The molecule C4H8N2O3S in a non-equilibrium geometry. Source: the Open Molecules 2025 dataset; level of theory: wB97M-V/def2-TZVPD.

Properties
largest force on an atom: 3.77 eV/A
electronic energy: -24231.2296 eV
relative energy (zero: lowest compared OMol25 entry of this formula, charge and spin): 92.03 kcal/mol

Element x y z (Å)
C 0.41966 -1.44697 -0.51549
C 0.35938 1.29393 -0.86437
C 1.74323 0.04360 0.67102
C -0.90339 -0.83012 -0.60459
N 1.49682 -1.20246 0.12597
N 0.71232 1.07889 0.40211
O -3.10982 -1.01449 0.93785
O -1.19874 0.35885 1.66696
O -2.51992 1.10063 -0.22697
S -1.88917 0.02890 0.46045
H 0.41425 -2.55017 -0.91682
H 0.85072 0.72417 -1.58897
H -0.31399 2.00516 -1.23581
H 2.07767 -0.09805 1.72342
H 2.57154 0.35323 0.14830
H -1.45785 -1.30791 -1.37498
H -0.02877 1.15423 1.17571
H -3.78855 -0.49097 1.30226

Forces on atoms 1 to 6 (eV/Å):
C -0.95 -3.40 1.21
C 0.62 -1.93 3.18
C -0.97 0.28 1.38
C 0.77 0.07 -0.39
N -0.78 -1.21 -1.28
N 0.48 1.48 -0.87

***

A 3-piece molecular cluster, C4H13N2O4 overall in a non-equilibrium geometry. Source: the Open Molecules 2025 dataset; level of theory: wB97M-V/def2-TZVPD.

Properties
largest force on an atom: 1.53 eV/A
charge: -1
electronic energy: -15530.4766 eV
relative energy (zero: lowest compared OMol25 entry of this formula, charge and spin): 36.11 kcal/mol

Element x y z (Å)
O -0.01119 -1.96404 -2.60835
C -0.19122 -1.39128 -1.53575
N -1.47518 -1.29304 -1.07662
C -1.92534 -0.72479 0.18479
C 0.96506 -0.77882 -0.78258
N 1.25829 -1.40119 0.52035
C 1.66267 -0.44777 1.60291
O 0.71080 0.40900 2.08598
H -2.16973 -1.72722 -1.63401
H -2.82663 -0.13630 0.01774
H -1.17573 -0.07010 0.61116
H -2.11510 -1.51694 0.91909
H 1.85234 -0.91889 -1.40306
H 0.82099 0.30231 -0.67745
H 0.44821 -1.91714 0.83775
H 2.55148 0.10355 1.23881
H 1.98258 -1.11569 2.41993
H -1.22988 1.92951 -1.64342
H -0.37890 2.78570 -0.69801
O -0.89302 2.83320 -1.54559
H 0.51599 1.55152 1.36763
H 1.23530 2.98198 0.98389
O 0.38821 2.50644 0.81483

Forces on atoms 1 to 6 (eV/Å):
O 0.16 0.07 0.13
C -0.41 -0.43 -0.91
N 0.74 0.78 1.09
C 0.14 -0.17 -0.05
C 0.55 0.11 0.63
N -0.09 0.25 0.00